Entry 1:
A molecular structure, C51H58B2F4N8O4Ti at a distorted geometry, computed with the ωB97M-V functional and the def2-TZVPD basis.

The multiplicity is 1. The HOMO energy (spin up / spin down) comes out at -6.991 / -6.443 eV. The value obtained for the max |F| is 1.68 eV/Å. The value obtained for the LUMO energy (spin up / spin down) is -0.9 / -0.9 eV. Its net charge is 0. As for the HOMO-LUMO gap (spin up / spin down): 6.1328 / 5.5022 eV.

Geometry as XYZ:
```
128
Properties=species:S:1:pos:R:3:mulliken_charge:R:1
Ti -1.73273 0.85995 0.20855 -2.58
C 0.91501 2.20752 3.19190 -1.42
C -0.21764 1.67266 2.38370 0.40
N -0.25947 1.72907 1.06106 0.88
O 0.73661 2.26771 0.32320 -0.46
B 0.46203 2.71830 -1.12367 0.51
F 1.69923 2.83124 -1.70242 -0.30
F -0.19729 3.93758 -1.05297 -0.16
O -0.31109 1.78448 -2.06540 -0.85
N -1.50968 1.28715 -1.65631 1.56
C -2.50850 1.06257 -2.47670 0.41
C -2.50210 1.44954 -3.91945 -1.90
C -3.62856 0.40867 -1.80631 -0.18
N -3.36299 0.08053 -0.56793 1.44
O -4.31985 -0.50054 0.21987 -0.74
B -4.64487 0.35259 1.42818 0.70
F -5.76102 -0.16658 2.01963 -0.36
F -4.82141 1.66883 0.98791 -0.35
O -3.56621 0.35264 2.50283 -0.90
N -2.33020 0.73650 2.07326 1.86
C -1.42798 1.15097 2.96355 0.05
C -1.71486 1.14950 4.43243 -2.22
C -4.95047 0.13164 -2.43093 -1.93
H 1.81319 1.60495 3.04797 0.00
H 0.66933 2.21151 4.25099 0.74
H 1.15088 3.22334 2.86831 0.27
H -1.59059 2.00166 -4.14011 0.24
H -3.36782 2.07250 -4.15356 0.52
H -2.54519 0.57567 -4.56791 0.45
H -2.64364 0.61465 4.61089 0.36
H -1.82959 2.16708 4.81557 0.41
H -0.91409 0.66555 4.99259 0.45
H -4.89175 0.13240 -3.51765 0.53
H -5.66869 0.89151 -2.11190 0.37
H -5.32170 -0.82845 -2.07509 0.39
C 3.32438 -2.75009 -2.23910 -2.20
C 3.41122 -1.31984 -2.78024 0.32
C 2.05210 -0.75272 -3.19548 -1.40
C 4.21953 -0.41936 -1.85131 0.26
C 5.58084 -0.33519 -2.11830 -0.47
C 6.40626 0.54682 -1.44466 -1.71
C 5.83096 1.41559 -0.53795 -0.20
C 4.48187 1.34502 -0.20260 0.18
C 3.93775 2.39504 0.74567 2.79
C 3.98949 3.77704 0.08591 -1.83
C 4.68544 2.42220 2.08299 -1.66
C 3.68835 0.35227 -0.79760 -0.22
N 2.33760 0.09416 -0.45534 1.02
C 2.00850 -0.76586 0.40453 -0.46
C 0.64728 -1.47507 0.43317 0.81
N -0.54885 -1.01251 0.28484 0.98
C -1.54592 -2.06974 0.15835 -1.22
C -1.85231 -2.44555 -1.17107 1.68
C -2.84477 -3.38196 -1.40121 -0.30
C -3.50783 -3.98802 -0.34791 -1.89
C -3.11676 -3.69653 0.93597 -0.52
C -2.12828 -2.75407 1.24270 1.09
C -1.74077 -2.81423 2.73955 0.71
C -2.94168 -2.52736 3.65602 -1.48
C -0.52981 -2.02878 3.25169 -0.70
C -1.03704 -1.97955 -2.37235 2.62
C -1.86462 -1.88329 -3.66071 -2.52
C 0.10297 -2.97174 -2.64267 -0.94
C 1.00338 -2.89778 0.74845 0.14
C 0.37273 -4.11892 0.65041 0.11
C 1.02501 -5.27654 1.12975 -1.28
C 2.27597 -5.24711 1.68882 -1.26
C 2.98003 -4.02319 1.76052 1.08
C 4.29739 -3.83339 2.24560 -1.08
C 4.87384 -2.59163 2.20900 -1.31
C 4.20730 -1.46735 1.66519 -0.09
C 2.92915 -1.62604 1.20223 0.46
C 2.31896 -2.89046 1.27650 -0.41
H 2.85233 -3.41566 -2.96512 0.45
H 2.74771 -2.79383 -1.31338 0.68
H 4.32424 -3.13119 -2.02152 0.49
H 4.00747 -1.37071 -3.69546 0.79
H 1.31876 -0.79477 -2.39366 -0.07
H 1.66622 -1.30959 -4.05278 0.57
H 2.14693 0.29632 -3.47834 0.42
H 5.99313 -0.97277 -2.89258 0.46
H 7.46617 0.58948 -1.65863 0.39
H 6.44578 2.17089 -0.06466 0.38
H 2.89147 2.17201 0.92160 -1.58
H 5.01841 4.07141 -0.13178 0.36
H 3.55513 4.52722 0.75141 0.50
H 3.42386 3.77902 -0.84519 0.32
H 5.72649 2.71930 1.94681 0.45
H 4.68008 1.44815 2.57764 0.27
H 4.22652 3.14830 2.75723 0.44
H -3.08644 -3.66499 -2.41680 0.39
H -4.28736 -4.71623 -0.53094 0.41
H -3.56429 -4.25168 1.74891 0.44
H -1.49052 -3.87226 2.88247 0.62
H -3.25805 -1.49332 3.56972 0.13
H -2.65798 -2.72868 4.69116 0.49
H -3.80521 -3.14773 3.42343 0.40
H -0.52642 -1.00122 2.90692 -0.09
H 0.41122 -2.49281 2.96539 -0.29
H -0.55859 -2.01767 4.34243 0.75
H -0.59960 -1.00352 -2.16225 -1.92
H -1.98136 -2.86622 -4.12114 0.59
H -1.34097 -1.25192 -4.37913 0.37
H -2.85901 -1.47533 -3.48377 0.44
H -0.30280 -3.98180 -2.74267 0.52
H 0.84623 -2.98098 -1.84979 -0.26
H 0.60899 -2.71243 -3.57439 0.62
H -0.60415 -4.23980 0.20811 0.63
H 0.50244 -6.22117 1.04885 0.48
H 2.73729 -6.15704 2.05300 0.40
H 4.84997 -4.68260 2.62907 0.47
H 5.88219 -2.46174 2.58039 0.45
H 4.71855 -0.51792 1.61605 0.57
N -2.83003 5.03573 1.48397 -0.03
C -2.53281 3.71876 1.49072 -1.01
N -2.58034 3.16439 0.31213 1.60
C -2.94180 4.20305 -0.55474 -0.17
C -3.11902 4.25011 -1.93525 -0.08
C -3.41104 5.46234 -2.52329 -0.99
C -3.54575 6.63640 -1.76960 -0.45
C -3.39179 6.61431 -0.40017 -1.34
C -3.09223 5.38616 0.17616 0.61
H -2.82201 5.65136 2.27652 0.26
H -2.30798 3.21167 2.41195 0.81
H -3.00647 3.36957 -2.53795 0.38
H -3.52323 5.51456 -3.59863 0.44
H -3.76662 7.56847 -2.27213 0.40
H -3.48962 7.50946 0.20034 0.43
```

=====

Entry 2:
A molecular structure, C51H58N6OPZn, computed with the ωB97M-V functional and the def2-TZVPD basis.

The multiplicity is 1. The HOMO energy comes out at -10.059 eV. The value obtained for the max |F| is 0.51 eV/Å. The value obtained for the LUMO energy is -2.5 eV. Its net charge is +1. As for the HOMO-LUMO gap: 7.5988 eV.

Geometry as XYZ:
```
118
Properties=species:S:1:pos:R:3:mulliken_charge:R:1
Zn -1.16841 -0.71534 -0.37735 1.41
O -1.72542 -0.66053 2.27527 -0.62
N -0.47699 -0.50811 1.61991 1.15
C 0.34459 -0.03018 2.46870 -1.52
C 1.79458 0.20095 2.48544 0.56
C 2.21783 0.54398 3.77768 -0.76
C 3.54894 0.73936 4.09383 -0.94
C 4.49815 0.57154 3.10248 -1.20
C 4.08641 0.25519 1.81573 -0.73
C 2.75011 0.08568 1.46541 0.90
P 2.30022 -0.22212 -0.29630 0.83
C 3.45760 -1.61977 -0.67981 0.68
C 4.11716 -2.40169 0.26318 -0.44
C 4.96398 -3.43178 -0.13020 -0.73
C 5.15118 -3.70810 -1.47497 -0.69
C 4.47356 -2.95583 -2.42769 -0.71
C 3.63563 -1.92685 -2.03166 -0.76
C 3.18404 1.07094 -1.27976 0.82
C 2.39618 1.70874 -2.23183 0.46
C 2.92333 2.64122 -3.11617 -0.62
C 4.27491 2.93979 -3.06859 -0.88
C 5.08864 2.27121 -2.16145 -0.87
C 4.55357 1.33754 -1.28823 -0.33
H -2.29611 -1.15986 1.66016 0.13
H -0.11427 0.16676 3.43542 0.36
H 1.47633 0.67547 4.55500 0.37
H 3.83349 1.01660 5.09954 0.43
H 5.55194 0.68625 3.31976 0.46
H 4.84613 0.11512 1.06377 0.51
H 3.97980 -2.21282 1.32100 0.40
H 5.48632 -4.01212 0.62048 0.44
H 5.81796 -4.50368 -1.78150 0.43
H 4.60867 -3.16228 -3.48182 0.48
H 3.12259 -1.34063 -2.78691 0.40
H 1.35169 1.44026 -2.30016 0.12
H 2.28062 3.12361 -3.84173 0.30
H 4.69789 3.67079 -3.74473 0.42
H 6.15289 2.46707 -2.14321 0.44
H 5.23605 0.80657 -0.64099 0.27
C -0.26128 3.54967 -3.34494 -1.88
C -1.49006 2.69198 -3.00484 0.90
C -1.13302 1.21254 -3.16539 -1.59
C -2.08116 3.14729 -1.66752 0.34
C -2.33552 4.51850 -1.56886 -1.10
C -2.85470 5.09120 -0.42676 -1.41
C -3.17776 4.28496 0.65033 -0.96
C -3.00631 2.90874 0.58779 1.63
C -3.56457 2.06556 1.72590 2.08
C -5.08031 1.86960 1.55837 -1.70
C -3.31805 2.67077 3.11199 -1.79
C -2.42856 2.34754 -0.57177 -1.12
N -2.40378 0.90221 -0.64905 1.88
C -3.55540 0.39268 -0.99993 0.08
C -3.86031 -0.96700 -0.85757 -0.65
C -5.08154 -1.60925 -1.05178 -1.93
C -4.91863 -2.89104 -0.54767 -0.79
C -3.60020 -2.98982 -0.07067 -0.63
N -2.94500 -1.81985 -0.25864 0.49
C -2.99202 -4.22773 0.55463 3.04
C -2.23089 -5.00676 -0.52689 -1.69
C -4.09630 -5.13052 1.11506 -2.16
C -2.05286 -3.85513 1.70343 -1.54
H 0.23896 3.16552 -4.23578 0.52
H 0.44499 3.55450 -2.51693 0.58
H -0.52454 4.58629 -3.54073 0.39
H -2.25035 2.92192 -3.75813 0.48
H -0.42047 0.88683 -2.39920 -0.44
H -0.65619 1.07134 -4.13637 0.58
H -2.00691 0.56128 -3.12865 0.47
H -2.13085 5.15177 -2.42097 0.42
H -3.03026 6.15812 -0.38450 0.43
H -3.61363 4.72592 1.53769 0.43
H -3.08895 1.08649 1.69769 -1.04
H -5.57891 2.83835 1.48797 0.37
H -5.48661 1.33873 2.42126 0.46
H -5.33699 1.29427 0.67098 0.32
H -4.03209 3.46712 3.32997 0.49
H -2.31568 3.08731 3.21904 0.54
H -3.44759 1.90096 3.87334 0.45
H -4.33580 1.05543 -1.36970 0.67
H -5.96897 -1.17202 -1.48302 0.56
H -5.66711 -3.66403 -0.50789 0.48
H -2.92076 -5.34913 -1.30011 0.52
H -1.73928 -5.88110 -0.09296 0.42
H -1.47618 -4.38432 -1.00346 0.31
H -4.72365 -5.53920 0.32270 0.41
H -4.73296 -4.59183 1.81835 0.43
H -3.64154 -5.97175 1.64139 0.44
H -1.26259 -3.17820 1.37820 0.07
H -1.57794 -4.75228 2.10506 0.46
H -2.60509 -3.37468 2.51392 0.43
N 0.59034 2.47402 0.50837 0.45
C 1.07792 3.04641 1.69437 0.05
C 2.41703 3.42406 1.79978 -0.44
C 2.91463 3.88267 3.00789 -0.62
C 2.09276 3.97945 4.12607 -0.76
C 0.75849 3.61696 4.01584 -0.20
C 0.25332 3.15218 2.80981 0.17
H -0.41399 2.55627 0.39914 -0.59
H 1.07610 2.80221 -0.31348 0.19
H 3.06488 3.34678 0.93237 0.38
H 3.95674 4.16892 3.07757 0.45
H 2.48545 4.34579 5.06478 0.42
H 0.10206 3.70035 4.87319 0.48
H -0.79081 2.87117 2.71334 -0.44
N 1.56752 -5.73150 -2.70442 -0.43
C 1.06859 -4.56674 -2.24010 0.77
C 0.40778 -3.66110 -3.08446 -1.09
C -0.12985 -2.51890 -2.55408 -0.98
N -0.03798 -2.18299 -1.25732 2.04
C 0.64090 -3.02321 -0.45805 -0.65
C 1.17924 -4.20706 -0.88889 -1.24
H 1.51368 -5.96802 -3.67782 0.20
H 2.06245 -6.35603 -2.09474 0.22
H 0.30408 -3.86282 -4.14225 0.48
H -0.67539 -1.83162 -3.18950 0.33
H 0.75397 -2.72248 0.57701 0.29
H 1.69440 -4.84743 -0.18652 0.41
```

=====

Entry 3:
8 unconnected molecules or ions with the total composition C51H60Cl2N10OP at a distorted geometry, computed with the ωB97M-V functional and the def2-TZVPD basis.

The multiplicity is 1. The HOMO energy comes out at -10.538 eV. The value obtained for the max |F| is 4.71 eV/Å. The value obtained for the LUMO energy is -3.2 eV. Its net charge is +1. As for the HOMO-LUMO gap: 7.3357 eV.

Geometry as XYZ:
```
125
Properties=species:S:1:pos:R:3:mulliken_charge:R:1
O -6.15946 1.12578 1.70559 -0.48
P -5.30568 1.91579 0.41202 0.34
Cl -6.81592 2.92048 -0.66695 -0.23
C -4.17657 3.15727 1.34397 -0.37
C -3.21584 2.27159 2.26598 -0.87
N -2.26245 1.39048 1.46430 -0.28
C -1.55987 2.27471 0.48951 0.16
N -0.23183 2.29498 0.57267 0.06
C 0.57385 3.17896 -0.32020 -0.41
C 0.37977 4.71281 0.20039 0.94
C 1.69565 5.62224 0.01931 -0.57
C 1.22634 6.95657 -0.77124 0.39
C 0.02458 7.76278 -0.19179 -0.33
C -0.55918 9.03035 -0.86297 -0.55
C 0.11976 9.49642 -2.19460 -0.48
C 1.34906 8.71546 -2.74733 -0.38
C 1.92292 7.44991 -2.06235 -0.50
N -2.40237 3.04406 -0.39428 -0.20
C -3.25787 4.03760 0.32736 -0.03
C -4.10479 5.02198 -0.61312 -0.75
C -3.43606 6.50369 -0.44631 -0.15
C -4.16578 7.51815 -1.48551 -0.47
Cl -5.93894 7.72536 -1.07644 -0.20
H -6.33800 1.81800 2.39486 0.34
H -4.80179 3.88414 1.96898 0.54
H -2.65611 2.92475 3.02534 0.38
H -3.90569 1.56674 2.86741 0.38
H -1.53715 1.14451 2.17267 0.34
H 0.29167 1.71526 1.25706 0.27
H 1.67960 2.88716 -0.40020 -0.35
H 0.17571 3.16810 -1.40674 0.25
H -0.55142 5.10852 -0.32583 -0.63
H 0.15758 4.63931 1.33388 0.22
H 2.55687 5.07951 -0.49465 0.34
H 2.08420 5.95991 1.05460 0.26
H -0.47538 7.37616 0.77101 0.33
H -1.45609 9.56478 -0.40753 0.48
H -0.31966 10.41899 -2.70841 0.33
H 1.86076 9.05394 -3.71475 0.31
H 2.81899 6.85608 -2.43714 0.30
H -1.92911 3.42033 -1.22182 0.48
H -2.54740 4.65979 1.00126 0.30
H -5.18440 5.13967 -0.26785 0.41
H -3.98333 4.71410 -1.70607 0.22
H -2.35494 6.38544 -0.82890 -0.10
H -3.49257 6.86460 0.63839 0.29
H -4.03393 7.02942 -2.52261 0.32
H -3.62237 8.53321 -1.48857 0.32
N 3.68779 1.88118 0.00883 -0.09
C 4.57156 2.53840 0.77975 -0.14
C 5.92103 2.64224 0.48781 -0.80
C 6.39242 2.02988 -0.66482 -0.10
C 5.50282 1.34263 -1.47852 -0.95
C 4.17104 1.29908 -1.10227 -0.02
H 4.15616 2.99723 1.67143 0.47
H 6.58723 3.18716 1.14462 0.41
H 7.44313 2.08767 -0.92659 0.39
H 5.83677 0.85273 -2.38440 0.43
H 3.43626 0.77701 -1.70732 0.41
N 3.26810 -3.30337 -0.21760 -0.30
C 3.02054 -4.38797 -0.97076 -0.80
C 2.17696 -4.38685 -2.07018 -0.06
C 1.54722 -3.19918 -2.41240 -0.41
C 1.78390 -2.06379 -1.64963 -0.61
C 2.64767 -2.16768 -0.57144 0.18
H 3.53365 -5.29263 -0.66091 0.45
H 2.01552 -5.29096 -2.64446 0.38
H 0.87855 -3.15830 -3.26554 0.44
H 1.30853 -1.11983 -1.88811 0.43
H 2.86810 -1.30723 0.05359 0.14
N 5.16454 -2.01843 5.07162 -0.55
C 4.77302 -0.73511 5.11558 -0.29
C 4.06755 -0.10893 4.10060 -0.49
C 3.74914 -0.84815 2.96979 0.05
C 4.14314 -2.17682 2.89678 0.00
C 4.84232 -2.71150 3.96743 -0.42
H 5.04821 -0.19868 6.01796 0.34
H 3.77493 0.93025 4.19155 0.35
H 3.19873 -0.39265 2.15278 0.18
H 3.91204 -2.78325 2.02878 0.42
H 5.16915 -3.74629 3.95972 0.40
N 2.11456 -6.31456 2.19628 -0.47
C 1.44698 -5.22519 1.78309 0.40
C 0.19164 -4.86749 2.24861 -0.72
C -0.41472 -5.68255 3.19374 -0.30
C 0.25221 -6.81569 3.63681 -0.40
C 1.50623 -7.08482 3.11226 -0.23
H 1.96163 -4.62242 1.04147 0.29
H -0.29961 -3.97473 1.88121 0.40
H -1.39755 -5.43706 3.58160 0.37
H -0.19137 -7.47430 4.37301 0.37
H 2.06889 -7.95688 3.42974 0.39
N -2.62918 3.88203 6.24857 -0.57
C -3.31353 4.96874 5.84885 -0.18
C -4.57213 5.30407 6.32157 -0.45
C -5.16547 4.47063 7.25862 -0.18
C -4.48317 3.34177 7.68752 -0.38
C -3.22712 3.09450 7.15782 -0.18
H -2.80981 5.58772 5.11285 0.45
H -5.07602 6.19420 5.96586 0.37
H -6.15024 4.69909 7.65124 0.38
H -4.91659 2.66957 8.41734 0.37
H -2.65303 2.22631 7.46524 0.38
N 0.18493 -6.94712 -4.50574 -0.52
C -1.14588 -6.86663 -4.66903 -0.40
C -1.75534 -6.37332 -5.81133 -0.43
C -0.94666 -5.93198 -6.84859 -0.16
C 0.43180 -6.00113 -6.70786 -0.49
C 0.94553 -6.51394 -5.52744 -0.22
H -1.73609 -7.22090 -3.82991 0.49
H -2.83487 -6.33489 -5.88807 0.43
H -1.38650 -5.53813 -7.75838 0.39
H 1.09239 -5.66512 -7.49734 0.43
H 2.01703 -6.59174 -5.37162 0.48
N 1.12665 -10.89150 -5.41712 -0.53
C 0.04627 -10.09400 -5.41297 0.15
C -1.24489 -10.54602 -5.19191 -0.27
C -1.43603 -11.90137 -4.96520 -0.43
C -0.33715 -12.74844 -4.96587 -0.35
C 0.91391 -12.19804 -5.19342 -0.24
H 0.24628 -9.04610 -5.59777 0.24
H -2.07978 -9.85606 -5.19731 0.37
H -2.43180 -12.29391 -4.78942 0.36
H -0.44969 -13.81148 -4.79299 0.36
H 1.80420 -12.81882 -5.20011 0.36
```

=====

multiplicity of number 1 (C51H58B2F4N8O4Ti)?
1